{"formula": "C54H139N5O18", "method": "ωB97M-V/def2-TZVPD", "elements": ["H", "O", "O", "H", "C", "H", "H", "H", "H", "H", "N", "H", "H", "C", "H", "O", "H", "H", "H", "C", "H", "H", "H", "C", "H", "C", "H", "H", "C", "H", "H", "H", "H", "H", "H", "C", "O", "H", "H", "O", "H", "H", "H", "H", "H", "H", "H", "H", "N", "C", "C", "H", "H", "H", "H", "N", "H", "H", "C", "H", "H", "H", "H", "C", "H", "O", "C", "H", "H", "H", "O", "H", "H", "H", "C", "H", "C", "H", "H", "H", "C", "H", "C", "H", "H", "H", "H", "O", "H", "C", "H", "C", "H", "H", "O", "H", "H", "H", "H", "C", "H", "H", "C", "H", "C", "H", "C", "H", "C", "H", "H", "C", "C", "H", "C", "H", "H", "C", "C", "O", "H", "C", "C", "C", "C", "C", "C", "H", "C", "C", "H", "C", "H", "C", "H", "H", "H", "H", "H", "H", "H", "H", "H", "H", "H", "H", "H", "C", "O", "H", "H", "O", "C", "O", "H", "H", "H", "H", "C", "H", "C", "H", "C", "H", "C", "N", "H", "H", "H", "H", "H", "H", "H", "H", "O", "H", "H", "C", "H", "C", "C", "H", "H", "C", "H", "H", "N", "O", "H", "H", "H", "O", "H", "H", "O", "H", "C", "C", "H", "H", "O", "H", "H", "H", "H", "H", "C", "H", "C", "H", "H", "C", "C", "H", "H", "H"], "coordinates": [[-0.2829, -4.8288, -1.5034], [-2.7591, -1.4282, 3.1817], [-0.4140, -0.1201, -7.0134], [-5.0087, -0.6131, 6.4059], [-4.9610, 0.0582, 5.4932], [5.5872, -0.5394, -0.5143], [-2.5316, 4.1492, 4.2384], [-0.2674, 0.1109, 0.6568], [2.7410, -2.4518, -4.5712], [-5.9662, 1.9429, 0.9978], [-1.4265, -2.3919, -5.6731], [4.4503, -0.6228, -6.2132], [-4.8077, -2.1022, -0.7077], [-0.6718, 1.1027, -7.6738], [-3.9231, 3.3470, -2.8704], [-4.0994, -3.7548, 1.5527], [-0.5348, 2.3057, -4.0621], [1.3802, 2.1434, -2.3698], [-0.5174, -1.4403, -3.9789], [-1.6371, 3.5802, 3.8674], [3.5355, -0.7223, 1.2514], [1.4485, 2.4019, 6.5540], [-5.5522, 1.9116, 4.6295], [-5.3347, -3.5053, 0.7477], [-3.6592, -2.8890, 1.6990], [-2.5743, -0.5203, 5.4686], [-5.0458, 0.6952, -3.3935], [-0.9695, -0.9200, -1.3248], [-2.5703, -1.7881, 4.5201], [3.6874, 5.2273, -1.5007], [-1.7416, -2.4579, 4.6405], [6.0402, 6.9048, 1.2579], [0.1477, -6.6392, 1.1219], [-5.9254, 2.1297, -2.9458], [-0.7932, -1.4692, 2.4493], [1.5485, 3.8699, -0.4858], [-1.2990, 3.7900, -2.7888], [-1.6594, -0.0011, 5.2899], [2.0688, 3.1190, 0.1653], [0.3163, 0.2715, -2.4516], [-0.7886, 1.4023, -0.4317], [4.5697, -6.8417, 2.0516], [4.2684, -2.8694, 1.8642], [1.8102, 5.2669, 2.6960], [-0.4367, 5.5750, -2.6188], [5.4952, 5.6494, 0.1926], [-3.8544, 3.2561, 2.4908], [0.1536, 1.6932, 4.0348], [-3.5804, 0.4999, 5.3557], [2.6570, 4.7190, 3.1543], [4.8846, -4.7119, 2.3224], [-6.0721, 3.6966, 0.7386], [3.9757, 4.1884, -2.9001], [-7.1740, -4.4956, 0.4259], [3.5495, -5.8424, 1.0969], [0.3023, 2.4247, 4.6955], [6.1198, 1.1858, -0.8838], [-0.9221, -7.8020, 1.8890], [5.7579, -4.5668, 1.0853], [1.0977, -0.1853, -2.7473], [-2.9434, -0.9414, -5.7542], [0.9774, -2.2118, -0.2855], [2.4735, 0.1936, 6.1563], [-7.9700, 2.2359, 5.2561], [-5.6188, 0.6339, -0.8777], [-4.9361, 2.5918, -0.6132], [3.6679, 4.2168, -1.8372], [4.5843, 0.1845, 2.4003], [-5.6989, 1.7998, 6.4680], [-0.3229, 0.9921, -8.7179], [3.7412, 4.7802, 2.2420], [-2.9075, -4.9516, 1.3779], [-0.9880, 4.2265, 3.2633], [0.8878, -6.1179, -1.7983], [4.2365, 6.0443, 1.9988], [-3.3293, -6.3777, -2.8864], [-2.8392, -2.0729, -5.5933], [-1.7613, 1.3086, -7.7028], [5.4776, -4.7664, 3.1940], [6.6314, 0.5117, 0.5862], [-0.4131, -4.3357, 2.2919], [-1.9496, 3.2019, -4.7544], [-2.5412, 1.8314, -3.2459], [3.4405, -2.5413, -2.9796], [2.9662, -0.8156, 3.6220], [-4.2504, -3.7567, -1.0783], [1.1297, -2.1471, -2.0325], [2.2789, 2.4370, -2.2516], [0.9121, 1.0826, -0.1353], [-0.5534, 0.0029, -5.5389], [4.1928, 2.8594, 1.4119], [1.9926, 0.7185, 5.3330], [2.9308, 5.1180, 4.1334], [6.2360, -5.5700, 1.0022], [7.6410, 5.4787, -0.9479], [4.2476, 3.5755, -1.1572], [-7.6116, 2.8643, 4.4564], [-2.1868, -5.2611, -3.5992], [0.0660, 4.6785, -4.1236], [-6.0379, 2.7155, 0.2163], [7.8167, 5.9352, -2.9718], [-3.4098, -2.4946, -6.3560], [-0.4918, -1.4657, -5.0924], [2.7275, 1.2025, 4.6828], [-0.7290, 4.9408, -3.3969], [4.5284, 6.5206, 2.9548], [-2.4066, -5.8044, -2.6903], [-6.1021, -2.4779, -5.2049], [-1.1943, -6.6123, -2.2531], [0.2038, 1.2069, 6.4168], [3.8338, 1.2263, -0.2917], [7.7131, 4.4161, -0.0367], [0.0216, -0.4338, -1.2897], [2.9311, 0.8244, 1.7454], [4.0258, -5.9054, 2.0848], [4.4411, -2.7338, -4.5132], [-1.7497, -6.5748, -0.4663], [5.7771, 0.4868, -0.0988], [1.9837, -1.1810, 3.9264], [1.1774, -0.1740, 4.5424], [-1.1020, -3.4517, 2.3632], [3.8766, -0.7422, -4.0926], [-3.4236, -2.3425, -4.2117], [-2.9960, 2.7647, 2.1253], [3.6393, -2.1984, -3.9945], [0.9705, 1.7484, 5.8465], [-0.0053, 0.6159, -0.2319], [-2.1138, -0.6023, 1.5270], [-5.0344, -3.1504, -0.6285], [-1.5196, 2.7791, -3.8167], [2.1874, -1.9965, 4.6345], [2.2190, 3.7989, -1.8457], [4.0132, 0.9336, -5.3629], [-4.9624, 1.5951, -2.7966], [-2.6670, -5.0290, -2.0207], [8.3019, 4.1101, 1.9472], [-5.7883, -5.6015, 0.3249], [5.8425, 4.2146, 2.0458], [3.5287, 6.6731, 1.3947], [4.8419, -0.4769, -3.6157], [6.5309, -3.7964, 1.2176], [2.3292, 3.6812, 3.2879], [1.9995, -1.1023, -1.1005], [8.2495, 5.7992, 1.5496], [-1.3740, 0.0594, 3.0923], [7.1086, 4.3095, -2.5390], [3.1004, 0.8009, -3.2204], [3.8851, 0.2698, 1.5765], [-2.1846, -5.5744, 1.1696], [-0.5841, 3.9345, 5.7273], [-2.5143, 3.3517, 1.3059], [2.8754, -0.1306, -3.2895], [7.6817, 4.8439, 1.4425], [4.9677, 2.3577, 1.1301], [8.9166, 4.6288, -2.3749], [-6.2850, -5.0411, 1.9044], [-2.5724, -0.8152, 6.5556], [-1.2946, -2.3557, -6.6750], [-0.3807, -6.8573, 2.0204], [-5.9706, -3.2195, -1.2633], [-1.3000, -5.6016, 2.2759], [-5.2154, -0.5802, 4.6095], [3.8004, -0.1404, -5.4541], [-1.0179, -7.3993, -3.0089], [-5.8186, 1.2925, 5.5587], [-3.8384, 2.4223, -3.3721], [-3.4698, -2.4071, 4.7652], [-8.9669, 2.0116, 4.7392], [-0.2675, 2.0309, -7.1633], [-1.4943, 5.4331, -3.9569], [0.4257, -4.3252, 2.9825], [8.5402, 3.7531, -0.2907], [-3.4561, 0.9425, 4.4431], [-6.6504, -1.9663, -3.6710], [-7.2488, 1.0015, 5.4287], [-5.6307, -3.4118, -3.7831], [-3.8971, 0.8735, -1.1065], [-4.8578, 1.3229, -1.2947], [5.0132, -4.4176, 0.2760], [5.5378, 5.9649, 1.2666], [1.0267, -1.5724, -1.1368], [-8.0375, 2.8238, 6.1833], [6.8899, 3.7447, -0.1797], [-1.6820, -0.8074, 2.5274], [0.1325, -5.2400, -3.1895], [0.1337, -4.1296, 1.3485], [6.3937, 5.0435, 1.9783], [-1.3370, -7.2403, -1.0278], [-3.3146, 1.8139, 1.6814], [3.1963, -5.9792, 2.8133], [0.2578, -6.9026, 2.8861], [4.0042, -3.5631, 2.4180], [-1.7840, -5.7205, 3.2142], [0.5101, -1.9391, -5.4133], [-4.6254, -1.6320, -3.9622], [-1.4742, 0.5273, -5.2967], [-6.1975, -4.7046, 0.8643], [-5.8003, -2.4231, -4.1518], [2.7682, -0.1677, -5.8560], [-1.5267, 2.3653, 5.6389], [-2.0655, 2.4247, 3.1166], [-2.6234, -1.9832, -3.5315], [-2.5121, 0.8446, -3.6533], [0.3069, 0.4879, -5.0844], [1.6092, 4.3664, -2.5371], [-2.1844, 1.6456, -2.1963], [4.5743, 1.1584, 0.5226], [1.5692, 4.8699, -0.0281], [-0.9391, 3.0844, 5.1141], [1.4402, -1.5089, 3.0844], [-3.5516, -3.4234, -4.1524], [7.8880, 5.0640, -2.3246], [-0.0179, -5.6275, -2.1793], [0.5501, 3.4902, -0.6518], [-5.8391, -2.7079, 1.2374], [-7.0004, 2.5155, -0.2796]], "atomic_forces_ev_per_a": [[-0.068, 0.418, 0.225], [-0.564, -0.504, -0.500], [0.119, 1.134, 1.558], [-0.210, 0.883, -0.838], [0.339, -1.655, -0.035], [0.100, 1.073, 0.452], [0.483, -0.254, -0.668], [-0.202, -0.143, 1.496], [-0.079, 0.081, 0.076], [-0.137, 0.120, 0.211], [-1.055, -0.823, -0.848], [-0.138, 0.392, 0.540], [0.681, 0.524, -0.124], [-0.598, 0.710, -0.032], [0.684, -1.317, -0.726], [-0.858, 1.094, -0.669], [-0.769, 0.251, 0.285], [-0.755, -0.723, -0.051], [-0.087, -0.390, -0.686], [-1.217, -0.238, 0.814], [0.458, 0.228, -0.269], [0.209, 0.806, 0.047], [-0.088, -0.383, 1.443], [1.207, -1.015, 2.023], [-0.315, -0.575, 0.139], [0.496, -1.130, 1.032], [0.190, -0.443, 0.130], [-0.125, 0.307, -0.354], [-2.471, 0.595, 1.171], [0.474, 0.918, 0.311], [0.969, -0.012, 0.278], [0.095, 1.107, -0.011], [0.701, -0.067, -0.628], [0.650, -0.003, -0.103], [-0.460, 0.184, -0.102], [0.767, -0.835, 0.313], [0.195, -0.546, -1.369], [0.997, 0.272, 0.041], [-0.356, 0.799, -0.228], [-0.419, 0.067, -1.223], [0.723, -0.835, 0.026], [0.290, -0.158, 0.356], [0.894, 1.351, -1.236], [0.145, -0.034, 0.547], [0.873, 0.987, 1.044], [-0.630, 0.313, 0.569], [-1.025, 0.837, 0.656], [-0.525, -0.436, -0.583], [-0.259, 0.208, -0.798], [-0.447, 0.084, -0.672], [-0.746, 1.264, -1.916], [0.211, -0.493, -0.681], [0.471, -0.113, 0.682], [-0.059, -0.033, 0.197], [0.031, 0.243, 0.169], [1.530, 0.220, 1.505], [-0.122, -0.588, -0.196], [-0.067, 0.378, 0.139], [-0.004, -0.877, 0.580], [0.940, 0.219, -1.178], [-0.278, -1.106, 0.146], [-0.595, -0.424, 0.687], [0.116, -0.106, 0.081], [-1.406, -1.166, -0.932], [0.128, 0.272, -0.513], [0.723, -0.037, -0.657], [-0.619, -0.006, -0.820], [-0.365, 0.014, 0.560], [0.593, 1.068, 1.180], [0.002, 0.288, 0.621], [-0.431, -1.501, 0.082], [-0.079, -0.029, -0.356], [-0.104, -0.104, 0.035], [-0.192, 0.091, -0.222], [0.204, 1.648, -0.145], [0.459, -0.113, 0.195], [0.333, 3.653, 1.671], [0.228, -0.236, -0.082], [0.557, -0.146, 1.205], [-0.203, -0.505, 0.236], [-0.700, 0.949, -1.006], [0.336, 0.151, 0.568], [1.025, 0.373, 1.764], [0.495, 0.027, 0.022], [-0.192, 0.230, -0.076], [-0.025, -0.035, 0.019], [-0.582, -0.679, -0.672], [0.034, -0.013, -0.361], [1.989, 0.917, 0.209], [0.513, -1.788, -2.054], [-0.056, 0.224, 0.040], [-1.892, 0.450, -0.426], [-0.030, 0.204, -0.040], [-0.005, 0.836, -0.505], [0.456, 0.733, -1.118], [-0.041, 0.171, -0.407], [1.248, 0.366, -0.158], [0.226, -0.045, -0.508], [-0.009, 0.160, 0.592], [-0.704, -0.464, 1.228], [-0.114, -0.046, 0.126], [-0.679, -1.158, -1.362], [1.432, -0.184, 0.663], [0.146, -0.053, 0.070], [-0.523, -1.414, -0.869], [-0.657, 0.109, -0.145], [-0.686, -0.832, -1.022], [0.334, -0.106, -0.111], [0.497, 0.598, -0.947], [0.086, -0.202, 0.143], [0.090, 0.837, 0.056], [0.137, -0.459, -0.076], [-0.975, -0.702, 0.661], [0.637, -0.428, 0.908], [-1.521, -0.681, 0.238], [0.048, -0.159, 0.494], [-0.099, -0.059, 0.822], [0.832, 0.662, -0.564], [0.388, 0.289, 1.411], [1.333, 0.009, 0.090], [0.768, -0.647, 0.511], [0.418, 0.647, 1.152], [0.910, 0.258, -0.528], [1.382, -1.064, -1.771], [-0.465, -1.094, -1.120], [-0.320, -0.679, -0.898], [-2.366, -0.287, 0.063], [0.739, 0.313, 0.491], [-0.938, 0.636, -2.430], [0.520, 0.087, 0.067], [-0.256, -0.042, -0.189], [0.694, -0.402, 0.836], [0.315, -0.223, -0.256], [-0.215, 0.750, -0.412], [-0.122, 0.755, 1.278], [-0.420, -0.251, 0.601], [-0.141, 0.873, 0.229], [0.267, -0.921, 0.199], [0.231, -0.329, 0.711], [-0.105, -0.266, -0.333], [-0.353, -0.089, -0.445], [0.258, 0.179, -0.136], [0.594, 0.287, 0.345], [-0.244, -0.478, -0.220], [0.105, 0.660, -0.320], [0.475, 0.196, -0.472], [-0.268, 0.512, 0.312], [-0.735, 0.844, -0.830], [-0.310, 0.245, 0.449], [-0.745, -0.306, -0.009], [-0.411, -0.157, 0.520], [-0.154, 0.079, 0.199], [1.612, 0.978, -1.539], [0.096, 0.210, -0.419], [-0.755, 0.152, -0.182], [-0.240, 0.315, -0.156], [0.210, -0.240, -1.022], [0.733, -0.286, -0.080], [-1.411, 1.093, 0.915], [0.946, -0.255, 0.637], [2.519, -1.222, -1.945], [-0.379, 0.380, 0.632], [-0.315, 0.347, -1.397], [0.141, 0.293, 0.278], [-1.585, -0.442, -2.694], [-2.435, 0.713, 1.407], [0.566, 0.405, -0.155], [0.867, -0.148, 1.636], [0.223, -1.133, -0.539], [-0.623, 0.572, -0.586], [-0.416, -0.013, 0.788], [0.806, 0.225, 0.230], [-0.122, 0.096, 0.249], [-0.030, 0.290, 0.580], [0.664, 1.072, -0.281], [-0.073, -0.760, 0.354], [0.545, -0.113, 0.423], [-0.331, 0.499, -0.148], [1.005, 0.145, 0.006], [0.947, -1.211, -1.321], [0.951, 1.383, 0.095], [-0.235, -0.281, -0.239], [-1.120, -0.433, -0.126], [0.002, -0.489, -0.312], [0.354, 0.248, 0.150], [-0.582, -0.682, -0.068], [-0.811, 0.121, 1.266], [-0.573, -0.505, 0.432], [-0.027, 0.182, -0.032], [0.488, -0.044, -0.195], [0.631, -0.355, 0.162], [-0.706, -1.768, 1.738], [-0.838, 0.033, 0.833], [-1.143, 1.217, 0.705], [-0.328, -0.430, 0.164], [-0.027, -0.058, -0.058], [0.064, -2.076, -0.043], [0.365, 0.730, -0.891], [0.337, -0.320, 0.292], [-1.021, -0.141, 0.746], [0.278, 0.923, 0.893], [-0.760, -0.366, 0.214], [-0.193, -0.584, -0.799], [0.088, 0.402, -0.200], [0.170, 0.265, -0.420], [-0.390, 0.263, -0.403], [-0.788, -2.416, -0.206], [-0.113, -0.346, -0.167], [2.105, 0.330, -1.325], [-0.475, -0.695, -0.991], [-0.095, -0.075, 0.597], [-0.029, -0.503, 1.873], [0.098, -0.830, -0.628], [-0.577, 0.232, 0.379], [-0.453, 0.907, 0.498], [0.146, 0.327, -0.192]], "relative_energy_kj_mol": 312.5, "multiplicity": 1, "homo_ha": -0.303, "charge": 0, "lumo_energy_ev": 0.511, "total_energy_ev": -102548.57306}